No. 1
C9H23FGaOSi | ωB97M-V/def2-TZVPD

CARTESIAN COORDINATES (ANGSTROEM)
1 C -1.099 -3.551 -3.384
2 C -1.965 -4.214 -2.272
3 C -2.324 -3.131 -1.237
4 F -3.371 -3.576 -0.400
5 Ga -0.743 -2.376 -0.130
6 Si -1.098 -0.062 0.455
7 C -2.627 0.698 -0.424
8 C -1.426 0.083 2.340
9 C 0.455 0.892 -0.121
10 H -1.547 -2.572 -3.609
11 H -1.026 -4.157 -4.290
12 H -0.124 -3.350 -2.930
13 H -1.367 -5.034 -1.856
14 H -2.904 -4.614 -2.692
15 H -2.736 -2.284 -1.818
16 H -0.569 -3.151 1.277
17 H 0.632 -2.588 -0.941
18 H -3.480 0.785 0.261
19 H -2.880 0.138 -1.329
20 H -2.350 1.722 -0.737
21 H -1.917 1.033 2.619
22 H -0.543 -0.097 2.963
23 H -2.166 -0.698 2.578
24 H 1.338 0.668 0.486
25 H 0.686 0.543 -1.141
26 H 0.250 1.968 -0.183
27 C 3.807 3.573 0.399
28 C 2.898 3.519 1.599
29 O 1.747 3.180 1.496
30 C 3.488 3.905 2.933
31 H 3.252 3.270 -0.487
32 H 4.175 4.591 0.254
33 H 4.649 2.893 0.537
34 H 3.842 4.937 2.900
35 H 4.316 3.239 3.181
36 H 2.724 3.819 3.703

The value obtained for the orbital gap is 6.1 eV. Its net charge is -1. The HOMO energy comes out at -3.517 eV.

Results of the Mulliken charge analysis, in e, for atoms 1 through 5: number 1, C, carries -1.0352; number 2, C, carries -0.3876; number 3, C, carries 0.0702; number 4, F, carries -0.3945; number 5, Ga, carries 0.6149

=====

No. 2
C9H23N5PdS2 | ωB97M-V/def2-TZVPD

CARTESIAN COORDINATES (ANGSTROEM)
1 Pd -0.253 0.683 -0.430
2 N 0.655 -1.156 -1.434
3 C 1.420 -1.741 -0.302
4 C 2.420 -0.723 0.184
5 N 1.779 0.555 0.590
6 C 1.462 0.600 2.033
7 C 0.552 1.765 2.373
8 N -0.671 1.758 1.530
9 C 2.600 1.708 0.143
10 C 2.315 2.041 -1.302
11 N 0.866 2.302 -1.465
12 H -0.025 -1.817 -1.794
13 H 1.280 -0.953 -2.209
14 H 1.940 -2.661 -0.572
15 H 0.708 -1.987 0.483
16 H 3.112 -0.502 -0.630
17 H 3.023 -1.130 0.999
18 H 2.370 0.655 2.641
19 H 0.965 -0.340 2.284
20 H 1.056 2.714 2.218
21 H 0.305 1.723 3.432
22 H -1.080 2.684 1.478
23 H -1.386 1.177 1.957
24 H 3.663 1.497 0.279
25 H 2.374 2.577 0.758
26 H 2.579 1.214 -1.960
27 H 2.916 2.895 -1.607
28 H 0.609 2.366 -2.444
29 H 0.605 3.187 -1.041
30 S -2.356 0.798 -1.799
31 C -2.916 -0.596 -1.051
32 N -3.779 -1.471 -1.506
33 C -3.889 -2.758 -0.798
34 C -3.413 -2.508 0.632
35 S -2.321 -1.035 0.523
36 H -4.205 -1.333 -2.414
37 H -3.261 -3.489 -1.302
38 H -4.915 -3.115 -0.815
39 H -2.876 -3.355 1.045
40 H -4.228 -2.231 1.296

The value obtained for the orbital gap (alpha / beta) is 8.8 / 7.7 eV. Its net charge is +2. As for the multiplicity: 3. The HOMO energy (alpha / beta) comes out at -14.551 / -15.329 eV. The energy above the lowest of the compared OMol25 structures with the same formula, charge and spin is 10.43 kJ/mol. As for the expectation value of S²: 2.006.

Results of the Mulliken charge analysis, in e, for atoms 1 through 5: number 1, Pd, carries 0.2248; number 2, N, carries -0.4081; number 3, C, carries -0.5162; number 4, C, carries -1.1150; number 5, N, carries 1.0043

=====

No. 3
C9H23NSi | ωB97M-V/def2-TZVPD

CARTESIAN COORDINATES (ANGSTROEM)
1 C 2.139 -0.766 1.296
2 C 1.994 -1.111 -1.165
3 C 2.579 1.040 -0.303
4 C -2.890 -0.017 0.106
5 C -1.612 -1.059 -1.910
6 C -1.584 -2.110 0.406
7 C -0.226 3.047 0.954
8 C 1.722 -0.119 -0.035
9 C -1.591 -0.744 -0.417
10 N -0.595 2.060 -0.150
11 Si -0.104 0.417 0.025
12 H 1.864 -0.027 2.152
13 H 1.573 -1.666 1.485
14 H 3.231 -0.982 1.255
15 H 1.580 -2.122 -0.861
16 H 3.029 -1.127 -1.283
17 H 1.635 -0.924 -2.202
18 H 2.256 1.445 -1.240
19 H 2.669 1.767 0.456
20 H 3.635 0.740 -0.329
21 H -2.990 0.801 -0.518
22 H -3.685 -0.642 -0.036
23 H -2.684 0.354 1.193
24 H -0.878 -1.735 -2.103
25 H -1.519 -0.088 -2.434
26 H -2.538 -1.540 -2.099
27 H -1.095 -2.899 -0.309
28 H -1.132 -1.907 1.339
29 H -2.595 -2.515 0.673
30 H -0.638 4.059 0.724
31 H -0.786 2.699 1.812
32 H 0.901 3.049 1.093
33 H -1.492 2.250 -0.373
34 H -0.172 0.369 2.797

The value obtained for the orbital gap is 7.7 eV. The HOMO energy comes out at -7.119 eV. The energy above the lowest of the compared OMol25 structures with the same formula, charge and spin is 430.93 kJ/mol.

Results of the Mulliken charge analysis, in e, for atoms 1 through 5: number 1, C, carries -1.6680; number 2, C, carries -1.7488; number 3, C, carries -2.2106; number 4, C, carries -1.9673; number 5, C, carries -1.9614

=====

Number 1: E_tot -2746.09397 Eh. Number 2: E_tot -1554.26096 Eh. Number 3: E_tot -700.79901 Eh.